(1)
{
  "formula": "C8H13N4S",
  "method": "the ωB97M-V functional and the def2-TZVPD basis",
  "charge": 1,
  "relative_energy_kj_mol": 762.45,
  "gap_ha": [0.2294, 0.2272],
  "energy_ha": -929.2966,
  "elements": ["C", "N", "N", "H", "H", "N", "H", "H", "S", "C", "H", "N", "C", "H", "H", "H", "H", "H", "H", "C", "H", "H", "C", "C", "C", "C"],
  "xyz": [[1.23130, -0.46846, -0.07656], [-0.09688, -0.94011, 2.05662], [-1.15723, 1.37642, -0.73258], [-0.98544, 3.29634, -1.25232], [-1.94494, -0.64844, 2.98243], [-1.76668, 0.80184, 1.53196], [-1.54672, -0.76955, -1.02047], [-0.82079, -2.06388, 3.72187], [2.95958, -0.51563, -0.41592], [-1.31794, 1.61436, 0.58422], [-1.74713, 2.39553, -2.43227], [0.44869, -0.28286, -1.06576], [2.95021, -0.28546, -2.21185], [1.87811, -0.06443, -2.45242], [-1.01890, 0.20217, -2.29493], [3.67043, 0.49003, -2.53062], [1.06032, -2.38154, 3.09115], [3.16633, -1.13114, -2.88962], [0.20537, 2.28251, -2.15080], [-0.82342, 2.41775, -1.74632], [-2.61425, 1.17492, 1.97394], [-0.28656, -3.18797, 2.45533], [-0.87835, 0.00841, -1.31993], [-1.32402, -0.27716, 2.18299], [-0.03951, -2.18712, 2.88578], [0.79843, -0.85651, 1.12608]],
  "mulliken_charge": [0.559, -0.087, 0.087, 0.450, 0.287, 0.037, 0.406, 0.234, -0.103, -0.102, 0.371, -0.458, -0.629, 0.165, 0.504, 0.333, 0.316, 0.309, 0.281, -0.959, 0.305, 0.335, -0.947, -0.061, -0.742, 0.109]
}

(2)
{
  "formula": "C33H26F15GeNO3STi",
  "method": "the ωB97M-V functional and the def2-TZVPD basis",
  "charge": 2,
  "relative_energy_kj_mol": 0.00,
  "gap_ha": 0.2454,
  "energy_ha": -6375.5502,
  "elements": ["F", "C", "C", "C", "H", "H", "C", "F", "F", "H", "C", "F", "C", "O", "H", "C", "C", "F", "C", "C", "H", "F", "F", "O", "C", "C", "H", "H", "H", "H", "H", "F", "O", "C", "C", "C", "H", "C", "C", "C", "C", "H", "H", "C", "C", "H", "H", "C", "H", "C", "H", "H", "H", "C", "C", "F", "H", "F", "C", "C", "Ge", "N", "F", "C", "S", "C", "Ti", "C", "H", "F", "F", "H", "F", "C", "F", "H", "C", "H", "C", "H", "H"],
  "xyz": [[-6.07498, 1.20512, 2.48752], [-4.08731, 1.39764, 1.24667], [-0.73197, 4.12043, 0.86186], [-3.37709, 2.73990, -2.75144], [-2.14076, -3.18079, 0.84552], [-0.11698, -4.78427, 0.12119], [-2.70606, 0.25135, 3.33874], [-5.68314, 1.27098, -5.08484], [-4.78893, 1.96461, 0.26815], [4.60483, -5.84533, 0.37886], [0.36504, -3.92480, 0.59206], [1.32695, 6.91098, -0.08809], [-0.09217, 3.88726, -1.40173], [2.67116, 0.62133, 0.48701], [-1.02457, -2.04252, -1.80903], [-4.27910, 2.62992, -3.79420], [0.62094, 5.06682, -1.34780], [-0.72351, 0.47423, 2.11668], [2.30794, 1.42014, 1.63135], [-4.07757, 0.43688, 3.44067], [3.15846, 0.11128, 3.12082], [-2.01853, -0.31310, 4.33294], [-3.23600, -0.66836, -1.59878], [2.43381, -0.65378, -1.67765], [-2.71899, 1.20969, 1.10975], [-4.77216, 1.01878, 2.39155], [0.20967, -3.32988, -1.88617], [1.58131, 0.82407, 3.57447], [2.38808, -2.04958, 3.56811], [1.36890, 1.93712, 1.41538], [3.85463, 2.05758, -0.43122], [-0.09144, 3.20059, -2.55049], [1.52061, -0.74300, 2.20953], [2.44068, -2.64547, 0.17878], [1.84378, -3.89418, 0.36944], [-1.45930, -2.32708, 0.84244], [0.14094, -4.00866, 1.65729], [-3.55306, 0.42090, -2.33274], [1.39291, -1.77755, 3.22136], [-2.06907, 0.65234, 2.18794], [2.18217, 0.43023, 2.75565], [3.62298, -2.16128, -2.49782], [5.69092, -3.63453, 0.18775], [-4.45334, 0.27017, -3.36384], [4.61171, -3.70359, 0.22178], [2.14717, -6.01706, 0.52010], [2.14245, 1.99723, -0.96526], [-0.79363, 3.38721, -0.31462], [-1.42260, -3.70540, -1.32385], [3.99880, -4.95005, 0.34097], [0.91849, -2.63584, 2.76679], [4.39192, 0.00067, -1.56872], [2.71946, -1.14060, -3.66299], [0.64539, 5.78515, -0.16079], [-2.98369, 1.63892, -2.00477], [-4.63887, 3.69466, -4.49035], [4.33102, -1.60522, -0.00583], [1.28170, 5.50907, -2.40779], [3.83741, -2.56191, 0.11918], [2.61932, -5.04748, 0.41362], [-1.76964, 1.71994, -0.50466], [-0.23310, -2.66006, 0.07426], [0.00931, 5.98513, 2.09147], [3.39392, 0.41130, -1.73682], [-0.11714, 0.29460, -1.15687], [3.01490, 1.40870, -0.67839], [1.25765, -0.96615, 0.18237], [-0.64382, -2.94025, -1.33448], [1.86058, -2.34738, -2.68803], [-1.34643, 3.68277, 1.97098], [-4.97297, -0.91661, -3.64729], [-1.95868, -1.48136, 0.37506], [-2.90950, 3.95621, -2.45923], [2.68568, -1.64530, -2.69876], [-4.71217, 0.05932, 4.53079], [3.09365, 2.14480, 1.84258], [-0.03028, 5.30996, 0.95278], [0.77950, -1.39027, 4.03279], [-4.81533, 1.38906, -4.10041], [-1.20456, -2.08275, 1.87403], [3.36176, 0.87640, -2.72325]],
  "mulliken_charge": [-0.264, 0.235, 0.401, 0.248, 0.415, 0.585, -0.110, -0.266, -0.313, 0.453, -1.744, -0.278, 0.313, -0.423, 0.246, 0.068, 0.345, 0.278, 0.061, 0.538, 0.641, -0.318, -0.339, 0.510, 0.123, 0.072, 0.418, 0.391, 0.246, -0.396, 0.523, -0.456, 0.714, 2.121, 0.685, -0.974, 0.629, 0.220, -0.884, -0.502, -1.086, 0.308, 0.502, 0.028, -0.835, 0.544, -0.199, -0.264, 0.406, -0.741, 0.190, 0.384, 0.335, 0.600, -0.201, -0.268, 0.481, -0.292, -0.587, -0.993, 0.555, 1.252, -0.284, -0.823, -0.101, -0.140, -0.414, -1.393, 0.138, -0.325, -0.280, -0.127, -0.312, -0.848, -0.277, 0.597, 0.269, 0.331, 0.761, 0.406, 0.490]
}

(3)
{
  "formula": "C7H12S",
  "method": "the ωB97M-V functional and the def2-TZVPD basis",
  "charge": 0,
  "relative_energy_kj_mol": 50.80,
  "gap_ha": 0.3417,
  "energy_ha": -672.0975,
  "elements": ["H", "C", "H", "H", "C", "H", "H", "C", "H", "C", "S", "C", "H", "H", "C", "C", "H", "H", "H", "H"],
  "xyz": [[-2.38791, -0.93856, 0.17061], [-0.18940, 1.71041, 0.10756], [2.42230, -0.38120, 1.05365], [0.61069, 2.09149, -0.60281], [1.00399, -1.42791, -0.17372], [-0.54928, 2.57496, 0.66814], [-1.20803, 0.92632, -1.62018], [-1.37101, 0.98877, -0.55949], [0.88172, 1.34825, 1.93009], [-0.43802, -1.37551, -0.71356], [-0.79117, -0.30595, 1.77776], [0.50860, 0.75161, 1.10289], [-2.25959, 1.63671, -0.34034], [-0.41565, -1.00835, -1.71633], [1.55328, -0.13344, 0.37223], [-1.41842, -0.46770, 0.03196], [2.08553, 0.44477, -0.34643], [-0.83008, -2.41122, -0.69558], [1.12517, -2.26337, 0.53928], [1.66728, -1.76008, -0.98571]],
  "mulliken_charge": [0.490, -0.722, 0.269, 0.295, -0.602, 0.315, 0.306, -0.872, 0.487, -0.830, -0.264, 0.011, 0.269, 0.351, -0.911, 0.032, 0.425, 0.268, 0.355, 0.328]
}

(4)
{
  "formula": "C15H34FN2O3",
  "method": "the ωB97M-V functional and the def2-TZVPD basis",
  "charge": 1,
  "gap_ha": 0.2973,
  "energy_ha": -1026.7203,
  "elements": ["H", "C", "C", "O", "C", "H", "H", "H", "H", "H", "C", "H", "H", "H", "H", "H", "H", "C", "O", "H", "H", "H", "N", "C", "H", "H", "C", "C", "C", "H", "C", "H", "H", "H", "H", "H", "H", "C", "C", "H", "H", "H", "H", "H", "H", "O", "H", "H", "H", "H", "C", "N", "C", "C", "F"],
  "xyz": [[-0.88354, -0.53429, 4.20514], [1.25620, -0.62281, 4.12657], [1.55949, 1.70152, -0.83412], [-0.19726, 0.69137, 5.62439], [0.78002, 1.62348, 6.04503], [-0.14611, 0.92457, 3.56596], [1.27402, -1.05968, 3.12709], [-4.10386, -5.17130, -5.50134], [-1.67542, -5.70044, -5.45330], [-3.74670, -3.45612, -5.76175], [-2.02544, 5.02047, 1.42907], [1.96121, -2.58819, -1.04714], [-0.27328, -1.68638, -1.65386], [0.59293, 2.21336, -0.86489], [-0.11291, 3.34428, 5.10470], [0.45284, -0.24978, -2.34440], [-1.30014, 2.99445, 1.43423], [0.58234, -1.01637, -1.57250], [0.48379, -0.43795, -0.27716], [-2.12094, -4.91429, -6.95390], [-3.08482, 4.88320, 1.47975], [2.75042, -1.17233, -1.73639], [0.02416, 5.84340, 1.34779], [-1.32293, 6.16990, 1.38912], [2.31718, 2.39648, -0.47253], [2.13370, 0.01885, 4.22633], [-0.72983, -3.35736, -4.41987], [0.11136, 4.52129, 1.35693], [0.86450, 2.85833, 5.16466], [-1.69208, 7.17446, 1.40157], [1.49351, 0.48286, 0.07276], [1.81921, 1.43730, -1.85830], [1.18222, 2.60973, 4.14804], [1.85086, -2.26323, -2.78404], [-3.34365, -4.22502, -4.22663], [1.24991, 0.79982, 1.09085], [0.79699, 6.49038, 1.31200], [-3.38235, -4.37798, -5.30634], [1.86158, -1.80222, -1.79682], [-0.92887, -5.27579, -3.40497], [1.76139, 1.14666, 6.13720], [1.58325, 3.56938, 5.57222], [0.69042, -4.92666, -4.00200], [2.46941, -0.00983, 0.12985], [1.34892, -1.42530, 4.85806], [-1.03892, -3.74862, -5.74058], [0.03545, -2.58524, -4.52072], [0.48006, 1.91713, 7.05003], [-1.59752, -2.87817, -3.94930], [0.07321, -4.10016, -2.56105], [-0.03804, 0.14114, 4.33231], [-1.08821, 3.98306, 1.40277], [-0.19566, -4.48166, -3.54738], [-2.02762, -4.75503, -5.88016], [1.21556, 3.86537, 1.33699]],
  "mulliken_charge": [0.374, -1.117, -1.172, -0.443, -0.438, -0.128, 0.385, 0.385, 0.299, 0.278, -0.219, 0.296, 0.236, 0.218, 0.261, 0.285, 0.243, -0.185, -0.442, 0.341, 0.433, 0.367, 0.043, -0.301, 0.372, 0.271, -0.224, 0.106, -0.758, 0.410, 0.149, 0.360, 0.048, 0.358, 0.248, -0.053, 0.245, -1.002, -1.108, 0.368, 0.294, 0.455, 0.267, 0.319, 0.346, -0.449, 0.229, 0.355, 0.274, 0.328, 0.106, 0.194, -1.020, -0.318, -0.167]
}

Strongest force on any atom: 0.107; 0.011; 0.049; 0.012 (Eh/bohr)